ORCA calculation (ωB97M-V with the def2-TZVPD basis set) on a cluster of 2 separate species, H3O4PSi in total in a non-equilibrium geometry.

Values from the calculation:
* orbital gap: 5.849 eV
* net charge: -2
* DFT total energy: -933.6045 hartree
* LUMO energy: 6.099 eV
* relative energy (zero: lowest compared OMol25 entry of this formula, charge and spin): 258.7 kJ/mol

Each line ends with the Mulliken charge.
Atoms and positions in Å:
1 O 1.5337 1.5271 0.2237  -0.58
2 O 0.4258 1.0777 -1.9739  -0.60
3 O 2.4560 -3.0659 -0.5603  -1.13
4 O -2.5612 1.6322 -0.0690  -0.57
5 Si -1.5857 0.6343 0.4970  0.35
6 P 0.5302 0.6803 -0.4899  0.68
7 H 2.1312 -2.5618 0.2127  0.14
8 H -1.7729 -0.8392 0.3323  -0.14
9 H -1.1572 0.9153 1.8273  -0.16